Formula: C9H10N3O2
Source: OMol25
Level of theory: ωB97M-V/def2-TZVPD

XYZ file:
```
24
Properties=species:S:1:pos:R:3
N 1.715 -1.479 -0.027
H -1.969 2.499 -0.032
H -3.902 1.834 0.772
O -3.022 -1.886 0.086
C -3.877 0.900 0.147
H 4.701 0.090 -0.454
H -4.322 1.282 -0.876
O -0.595 -2.640 -0.153
H -4.519 -0.065 0.320
N -0.616 -1.274 -0.104
N 0.814 0.653 -0.041
C 2.679 -0.567 -0.011
C -2.484 0.508 -0.022
C 2.160 0.802 0.050
C -1.449 1.512 -0.170
H 2.794 1.689 -0.046
C 0.575 -0.758 -0.072
H 4.428 -1.800 -0.351
C -2.409 -0.912 -0.008
H 0.267 -2.979 0.275
H 4.650 -0.797 1.091
C 4.196 -0.798 0.075
C -0.099 1.552 -0.266
H 0.281 2.630 -0.185
```

## Properties
Frontier orbital gap (spin up / spin down): 6.43 / 6.50 eV
ΔE to the lowest compared entry with this formula, charge and spin: 488.8 kJ/mol
SMILES string: Cc1c[n+]2ccc(C)c(=O)n(O)c-2n1
Max |F|: 0.0982 Eh/bohr
HOMO (spin up / spin down): -12.4 / -12.4 eV
E_tot: -18048.720 eV
Charge: +1



Formula: C11H17N3
Source: OMol25
Level of theory: ωB97M-V/def2-TZVPD

XYZ file:
```
31
Properties=species:S:1:pos:R:3
H 4.314 1.337 0.444
H 0.915 -0.765 -1.807
H 5.276 0.399 -0.763
C 2.184 0.729 -1.006
C 0.842 0.169 -1.345
H 2.568 -0.659 0.487
C -3.362 0.217 -0.184
H 0.232 0.766 -2.196
H -0.917 1.506 0.878
C -0.211 0.719 1.062
H -3.260 1.316 1.654
H 2.147 1.703 -0.605
H -1.066 -2.310 2.241
H -0.456 -2.792 0.661
C -1.033 -2.007 1.193
C -3.594 -1.153 -0.220
C 3.157 -0.334 -0.376
H -4.948 0.881 1.102
H 4.970 -0.243 0.855
H -4.046 2.116 0.198
C -3.886 1.125 0.806
C -2.646 0.648 -1.320
H 0.557 0.942 1.784
H -2.019 -2.316 0.853
H 3.518 -1.035 -1.109
C 4.547 0.250 0.075
C -0.678 -0.643 0.788
N 0.074 -0.020 -0.120
N -1.859 0.958 -2.084
H 2.578 0.773 -1.917
N -3.899 -2.275 -0.030
```

## Properties
Frontier orbital gap (spin up / spin down): 6.65 / 6.65 eV
ΔE to the lowest compared entry with this formula, charge and spin: 647.5 kJ/mol
Max |F|: 0.1062 Eh/bohr
HOMO (spin up / spin down): -7.0 / -7.0 eV
E_tot: -16146.635 eV



Among the records above, which one has the highest ΔE to the lowest compared entry with this formula, charge and spin?
C11H17N3



What is the E_tot in the second record?
-16146.635 eV